(1)
{"formula": "C23H51GaO30PS8", "method": "ωB97M-V with the def2-TZVPD basis set", "charge": -1, "spin_multiplicity": 1, "lumo_ha": 0.0506, "orbital_gap_ev": 6.11, "energy_ev": -234439.7841, "e_homo_ev": -4.7, "elements": ["H", "C", "O", "C", "O", "H", "O", "H", "O", "H", "O", "O", "H", "C", "H", "C", "H", "H", "H", "H", "S", "O", "H", "S", "S", "O", "O", "C", "O", "H", "H", "H", "P", "C", "H", "O", "H", "H", "S", "H", "C", "O", "O", "C", "O", "H", "O", "C", "O", "H", "H", "S", "C", "O", "O", "H", "H", "H", "H", "H", "H", "S", "H", "H", "C", "O", "O", "H", "S", "O", "H", "C", "H", "C", "C", "O", "C", "O", "C", "H", "O", "H", "C", "H", "O", "H", "O", "H", "H", "H", "H", "H", "H", "C", "C", "C", "H", "C", "H", "H", "O", "H", "C", "H", "O", "H", "O", "H", "O", "H", "Ga", "C", "H", "S"], "xyz": [[7.1921, -1.4902, -10.0378], [-4.5304, -0.7182, 7.1913], [-2.0721, 1.2203, 6.2071], [-5.8065, 6.4731, 4.1173], [-2.4053, -0.4338, 11.3217], [5.4601, -0.5602, -4.6764], [-6.6060, -2.0382, 9.6620], [-5.1694, 5.5949, 6.0168], [1.0889, -4.7298, -4.6676], [-3.2949, -6.8463, -3.6402], [-0.1739, 2.6411, 5.4183], [-3.8925, -6.8499, -1.6811], [2.6821, 2.9605, -5.0991], [6.0363, 1.4167, -5.8852], [5.0451, -0.3495, -10.2830], [1.0970, -0.7913, -3.4073], [8.5768, 0.3090, -4.3195], [3.2019, 1.9819, -6.6657], [3.1961, -0.2065, -5.4918], [-4.2581, -1.2283, 6.2617], [4.5203, -2.0910, -7.9968], [-5.5374, 6.0678, 2.7771], [-6.8444, 6.2104, 4.3476], [-6.1080, -2.2879, 8.3276], [3.6477, -5.4364, -3.3246], [-2.3199, 2.7363, 4.2379], [-3.0946, -4.5670, -2.0801], [5.0271, -1.4425, -10.3477], [-0.2103, 2.7702, 0.4830], [3.7530, -2.0297, -4.4346], [8.0280, -2.1860, -3.9403], [-3.8303, 2.1271, -1.4688], [1.9759, -4.3877, -3.1723], [-5.9345, -0.1263, 7.1023], [3.7193, 0.5975, -3.8113], [-6.8172, -1.2260, 7.3127], [-3.8312, 6.1136, 4.9543], [6.8616, -0.7131, -5.9253], [-0.4741, 2.3251, -0.8673], [0.7497, -0.5272, -2.2961], [-1.6283, 0.6940, 11.7181], [0.4645, 2.5001, -1.9512], [3.9660, -1.9145, -9.5206], [3.3767, 2.0815, -5.5069], [-6.1300, -3.5939, 7.7108], [5.6467, 1.2014, -6.9849], [1.0728, -4.7666, -1.7298], [-2.8408, -6.8356, -2.6437], [4.1600, -0.9090, -7.2458], [1.5188, -4.2459, -5.4420], [-2.6919, 0.7498, 0.1979], [-5.0605, 4.5080, 2.7808], [4.9729, 2.4036, -5.1232], [4.2138, -3.4305, -7.5514], [-6.2073, 3.6848, 2.4670], [3.5370, -1.8310, -1.8790], [0.1802, -1.3286, -3.9039], [0.6853, 0.9539, -4.9783], [-1.4770, 2.6898, 10.8355], [-1.4171, 2.9088, 2.3721], [7.0623, 2.0195, -5.9660], [-4.3700, -5.3167, -1.3952], [0.9062, 3.1605, 3.7207], [-1.5178, -5.2104, -3.2709], [-2.3316, 0.6661, -0.8329], [-2.1259, 3.7418, 6.5127], [-1.9174, 2.9270, -1.3283], [4.8688, -1.7420, -11.3864], [-1.7655, 2.5597, 5.7617], [-2.5020, 1.3401, 9.6330], [-5.6719, 7.5516, 4.2284], [6.3788, 0.0178, -5.1128], [7.1866, 0.8583, -3.0305], [-2.0904, -5.5297, -2.3960], [-1.2587, 3.2082, 3.4108], [-4.5931, -1.6934, 8.2307], [6.2960, -2.0488, -9.7543], [-0.9087, 0.7541, -0.8097], [7.5332, -1.3870, -3.2112], [-2.6739, 1.6492, -2.7428], [6.1120, -2.0097, -8.3402], [-3.7771, 0.0391, 7.4240], [1.4571, 0.6403, -4.1255], [-6.1063, 0.6024, 7.9016], [-4.3297, -5.0838, 0.0298], [-1.4199, -5.6176, -1.5350], [-5.5382, -5.0496, -2.2046], [-6.1278, 0.3438, 6.1351], [5.1605, 3.4953, -5.5660], [1.3520, 1.4938, -3.3013], [-1.6986, 0.8506, 12.7971], [-3.1200, 2.2383, 11.3699], [6.4102, -3.0956, -10.0541], [2.9741, 0.6923, -4.7390], [7.4870, 0.1348, -3.9046], [-4.8333, 5.6734, 4.9794], [-1.2407, 4.3013, 3.4755], [-2.1924, 1.8676, 10.9218], [5.1263, 2.5020, -3.9652], [1.2890, -5.7362, -1.5135], [-3.8053, 4.4122, 2.0725], [-2.6520, -0.2904, -1.2527], [0.0102, 2.6019, 4.0042], [-0.5857, 0.4982, 11.4462], [-4.7656, 4.3810, 4.3792], [0.1243, 1.5552, 3.7044], [-4.2900, -0.4049, 9.6833], [-2.1998, -7.7128, -2.5276], [-1.9326, -0.9855, 8.9351], [8.1411, -1.3726, -2.2103], [2.6781, -2.1114, -3.2341], [-2.7917, 1.8539, -1.6737], [6.4467, -1.7906, -2.9791], [-2.8567, -0.2457, 9.7656]], "forces_ev_per_angstrom": [[-0.15, -0.02, 0.28], [-0.10, 0.01, -0.85], [0.06, 1.77, -0.25], [-0.39, -0.14, 0.60], [-0.50, 0.25, -0.67], [1.52, 1.35, -0.98], [0.54, -0.69, -1.59], [0.05, -0.23, -0.25], [0.48, 0.69, 0.84], [0.11, -0.02, 0.04], [-1.23, 0.30, 0.62], [-0.24, 0.94, 0.65], [1.56, -1.74, -0.87], [0.35, 0.25, 0.48], [0.08, -0.07, -0.06], [-1.36, 0.94, 0.60], [-2.25, 0.15, 0.85], [0.54, 0.25, 2.21], [-0.67, 2.08, 2.06], [0.02, 0.16, 0.05], [-0.49, -0.17, 1.17], [0.72, -0.79, -0.05], [0.09, 0.06, 0.06], [0.57, -0.06, -0.10], [-0.85, -0.27, 0.50], [0.35, -0.71, 1.39], [-1.35, -0.50, 0.24], [0.37, 0.48, -0.04], [-0.05, -0.22, -1.48], [-0.41, -0.47, 0.05], [-0.97, 1.80, 1.48], [0.29, 0.15, 0.10], [0.45, -0.01, -0.74], [0.44, 0.55, 0.31], [-1.59, 0.02, -1.97], [0.36, -0.90, 0.30], [-0.10, -0.01, 0.06], [-0.99, 1.49, 1.74], [0.17, -0.38, -0.53], [0.62, -0.67, -2.34], [0.55, 0.31, -0.16], [-1.30, 0.28, 2.25], [0.46, -0.47, 0.54], [0.17, -0.28, 1.32], [-0.37, 1.44, 1.01], [0.76, 0.45, 2.37], [0.94, -1.97, -2.06], [0.28, 0.29, -0.75], [0.57, -1.83, -1.21], [-0.49, -0.79, 1.82], [-0.08, -0.02, -0.10], [-0.08, -0.38, -0.10], [-0.69, 1.27, -1.59], [0.23, 1.96, -0.65], [1.71, 0.88, 0.25], [-0.33, -0.22, -0.14], [1.56, 1.11, 0.74], [1.51, -0.83, 1.61], [-0.11, -0.21, -0.23], [-0.11, -0.01, 0.38], [-2.09, -1.30, 0.04], [0.14, 0.15, -0.03], [-0.19, -0.05, 0.27], [-0.17, 0.13, 0.19], [-0.63, 0.15, 0.28], [0.31, -1.49, -0.46], [0.88, -0.27, 0.72], [-0.16, -0.10, 0.26], [0.12, -0.01, -0.52], [0.25, -0.89, 0.02], [0.09, -0.20, -0.27], [0.82, -0.41, -0.34], [0.63, -1.08, -1.98], [0.74, -0.63, 0.11], [0.63, 0.52, -0.39], [-2.62, -3.31, -3.37], [-0.02, -0.30, -0.46], [0.40, 1.25, -0.31], [-0.10, -0.19, -0.15], [-0.02, -0.04, 0.11], [-0.85, 0.31, -0.04], [-0.23, -0.31, -0.14], [0.07, 0.81, -0.07], [0.10, -0.02, -0.09], [-0.44, -0.32, -1.76], [-0.02, 0.04, -0.20], [1.25, -0.13, 1.24], [-0.11, -0.31, 0.10], [-0.19, -2.15, 0.97], [0.58, -2.10, -2.27], [-0.18, -0.20, -0.19], [0.10, -0.02, 0.03], [-0.01, 0.09, -0.04], [0.19, -0.14, -0.06], [-0.28, -2.01, 0.25], [0.26, 0.64, 0.12], [0.05, -0.09, -0.09], [-0.18, 0.17, 0.56], [-0.32, -0.53, -2.20], [-0.26, 1.90, -0.43], [-1.73, 0.04, 0.62], [0.35, 0.13, 0.00], [-0.04, -0.35, -0.93], [-0.05, 0.11, 0.06], [-0.63, 0.11, -1.02], [0.01, 0.13, -0.04], [3.41, 3.13, 3.69], [-0.23, 0.14, 0.21], [-1.44, 0.97, 0.94], [-1.08, -0.03, -1.89], [0.25, 1.30, 0.31], [-0.26, -0.62, -0.45], [2.16, 0.98, -0.44], [-0.40, -0.18, 0.31]]}

=====

(2)
{"formula": "C23H52FeOP4", "method": "ωB97M-V with the def2-TZVPD basis set", "charge": 3, "spin_multiplicity": 6, "e_above_lowest_kj_mol": 0.0, "lumo_ha": [-0.2755, -0.4288], "orbital_gap_ev": [7.61, 5.43], "energy_ev": -98258.3222, "e_homo_ev": [-15.1, -17.1], "elements": ["P", "H", "C", "H", "H", "H", "H", "H", "H", "H", "H", "H", "H", "H", "C", "H", "H", "C", "H", "H", "H", "H", "C", "H", "H", "H", "C", "H", "C", "P", "H", "H", "C", "H", "Fe", "H", "C", "C", "C", "H", "H", "H", "C", "C", "H", "C", "C", "H", "H", "H", "H", "H", "H", "C", "H", "H", "H", "C", "H", "H", "H", "C", "H", "H", "H", "P", "H", "H", "C", "C", "C", "H", "H", "O", "H", "C", "P", "C", "H", "H", "C"], "xyz": [[0.6401, -1.6095, -0.5588], [0.5951, 1.5335, 4.0664], [-0.6941, -1.9839, 2.8164], [-0.0977, -2.7264, 4.8032], [0.7515, -1.0913, 5.6750], [-1.7277, 0.9761, -4.9690], [-1.8641, -0.4839, 4.8725], [-1.5084, -0.3236, -2.5036], [-3.4445, -0.2873, 1.1931], [1.1146, 2.4846, 2.0427], [-4.0389, -0.1251, -0.4836], [2.2872, -0.8244, -2.1810], [-3.4928, 2.4381, -0.5228], [3.5379, 0.8899, -0.8826], [0.6423, -0.0072, 5.5462], [0.2178, -2.3199, 2.3108], [3.2945, 2.6062, 1.5186], [3.4434, 1.7115, 2.1360], [1.6511, 0.1865, 3.6698], [0.3974, -0.1090, -8.5517], [0.7325, 2.3066, -9.0866], [2.9000, -2.0619, 2.1941], [0.2049, 2.0148, -8.1752], [-2.9219, -1.4430, -0.0494], [-1.5619, -2.1787, -1.5150], [4.5231, 1.5341, 2.2518], [-3.1726, -0.3941, 0.1365], [4.8363, 0.3145, 0.2021], [-1.1713, 1.2938, -5.8518], [-1.7779, 0.7122, -0.2703], [3.0007, 1.8909, 3.1247], [3.1690, -0.8681, 3.4769], [3.8101, 0.1229, -0.1449], [-0.2649, 0.3209, 6.0608], [0.2922, 0.2758, 0.6957], [-1.8776, 3.1618, -0.2801], [-2.0960, 0.1492, 4.0097], [1.3048, -1.3086, -2.2396], [-0.9753, 2.6304, -6.1467], [1.9173, 2.1796, -0.3300], [1.7531, -3.7392, -0.6781], [-1.8736, -2.6086, 4.5667], [-1.6940, 0.6882, -2.1168], [-2.5503, 2.3551, 0.0370], [1.4755, -3.2887, 1.0222], [0.3862, 2.2935, 1.2521], [-3.5342, -0.1612, 3.6302], [-2.6478, 1.0531, -2.5286], [-1.5307, -2.1740, 2.1321], [-0.8894, 1.3509, -2.4696], [-0.4373, -3.5627, -1.4608], [0.6262, -0.6722, -2.8195], [0.2006, 2.4565, -0.9445], [0.8434, 2.1388, -0.1142], [-3.9601, 0.5429, 2.9109], [-1.3650, 3.3978, -5.4660], [2.8228, -2.5471, 0.1088], [0.0275, 0.6679, -7.8843], [-2.7612, 2.4755, 1.1087], [-0.3127, -1.5801, -6.8794], [-0.9438, -3.8751, 3.7622], [1.7913, -2.9102, 0.0419], [1.4915, 0.4652, 6.0629], [4.4400, -1.1518, 2.2602], [-1.2556, -3.0312, 0.0313], [2.6937, 0.2320, 1.3174], [-4.1503, -0.0773, 4.5377], [-3.6868, -1.1792, 3.2577], [3.3533, -1.0900, 2.4185], [-0.2856, 2.9985, -7.3064], [-0.6193, 0.3080, -6.6817], [-2.0413, 1.1935, 4.3429], [-0.1323, 4.0548, -7.5413], [-0.6792, -0.9708, -6.2109], [3.7655, -0.8644, -0.6196], [-0.9140, -2.8175, 4.0740], [-0.6470, -0.1263, 2.8873], [-0.8040, -2.6863, -0.9088], [-0.6055, 2.7028, 1.4610], [1.4065, -2.2824, -2.7385], [0.6672, 0.4334, 4.0851]], "forces_ev_per_angstrom": [[0.41, -2.32, -1.37], [-0.01, -0.22, -0.11], [0.09, 0.27, -0.08], [-0.34, 0.02, -0.25], [-0.05, 0.35, -0.06], [0.20, 0.12, -0.26], [0.25, 0.24, -0.14], [-0.11, 0.32, 0.16], [0.12, 0.03, -0.36], [-0.27, -0.31, -0.27], [0.14, -0.10, 0.20], [-0.30, -0.13, -0.08], [0.26, -0.09, 0.17], [0.15, -0.22, 0.15], [0.06, -0.15, 0.35], [-0.09, 0.07, 0.02], [0.12, -0.16, 0.15], [-0.16, 0.01, -0.11], [-0.48, 0.12, 0.02], [0.00, 0.19, 0.08], [-0.20, -0.13, 0.31], [0.21, 0.27, 0.14], [0.26, -1.47, -0.61], [-0.11, 0.25, 0.06], [0.18, -0.19, 0.17], [-0.34, 0.06, -0.02], [-0.14, -0.13, -0.25], [-0.28, -0.12, -0.20], [-0.44, 1.43, 0.90], [-2.28, 0.33, -1.15], [0.16, -0.07, -0.26], [0.15, -0.02, -0.33], [-0.01, 0.02, 0.06], [0.19, -0.10, -0.04], [0.32, 0.69, 1.46], [-0.21, -0.14, 0.07], [-0.25, 0.56, -0.05], [0.02, 0.00, -0.07], [-0.76, -0.70, 1.15], [-0.48, -0.15, 0.10], [0.06, 0.19, 0.19], [0.34, -0.01, -0.12], [-0.26, 0.09, -0.11], [0.14, 0.00, -0.02], [0.11, 0.05, -0.30], [0.99, 1.38, -2.18], [-0.47, -0.06, -0.03], [0.23, -0.15, 0.11], [0.10, -0.02, -0.10], [-0.21, -0.20, 0.15], [-0.15, 0.21, 0.12], [0.21, -0.15, 0.14], [0.25, -0.24, 0.41], [-0.72, 1.46, 2.07], [0.09, -0.03, 0.08], [0.14, -0.36, -0.42], [-0.31, -0.18, -0.02], [0.51, 0.81, -0.88], [0.00, -0.05, -0.28], [-0.06, -0.06, 0.19], [-0.03, 0.34, 0.21], [0.06, -0.02, -0.03], [-0.27, -0.13, -0.14], [-0.28, -0.07, 0.13], [0.11, 0.08, -0.29], [1.81, -0.17, 0.82], [0.19, 0.00, -0.26], [0.12, 0.08, 0.00], [0.16, -0.20, -0.12], [0.16, 0.61, -0.16], [0.15, -2.18, 0.66], [0.10, -0.16, 0.04], [-0.06, -0.34, 0.06], [0.08, 2.13, -1.30], [0.12, 0.31, 0.13], [0.02, -0.50, 0.20], [0.07, -0.99, 1.78], [-0.04, -0.05, -0.04], [0.38, -0.30, -0.13], [0.03, 0.27, 0.05], [0.16, 0.17, -0.21]]}